## a
C3H4N3 | wB97M-V/def2-TZVPD

Last column: natural (NBO) charge in e.
Element x y z (Å)
N (-0.063, 0.982, 0.695)  -0.47
N (0.936, -0.779, -0.503)  -0.59
N (-1.346, -0.309, -0.687)  -0.54
C (0.954, 0.153, 0.532)  0.42
C (-1.105, 0.954, -0.050)  0.37
C (-0.296, -1.088, -0.959)  0.32
H (1.627, -1.311, -1.015)  0.48
H (2.322, 0.520, 1.871)  0.30
H (-1.640, 1.874, -0.065)  0.26
H (-2.292, -0.398, -1.027)  0.46

Its spin multiplicity is 1. As for the charge: +1. Its HOMO energy (spin up / spin down) is -0.5211 / -0.5211 hartree.

***

## b
C3H4N3 | wB97M-V/def2-TZVPD

Last column: natural (NBO) charge in e.
Element x y z (Å)
N (1.733, 1.242, -0.680)  -0.33
N (0.500, 1.256, -0.171)  -0.07
N (1.632, -1.104, -0.787)  -0.59
C (-0.320, 0.427, 0.011)  0.63
C (-1.608, 0.109, 0.523)  -0.77
C (1.964, 0.049, -0.842)  0.72
H (-2.405, 0.140, -0.140)  0.30
H (1.902, -1.865, -0.241)  0.45
H (-1.770, 0.742, 1.484)  0.33
H (-1.628, -0.995, 0.844)  0.31

Its SMILES is CC#[N+]N=C=N. Its spin multiplicity is 1. As for the charge: +1. Its HOMO energy is -0.5775 hartree.

***

## c
C3H4N3 | wB97M-V/def2-TZVPD

Last column: natural (NBO) charge in e.
Element x y z (Å)
N (-0.730, -1.404, -0.186)  -0.27
N (0.015, 0.963, 0.093)  0.00
N (-1.181, 0.863, 0.073)  -0.19
C (2.103, -0.188, -0.006)  -0.11
C (-1.649, -0.672, -0.015)  0.13
C (0.735, -0.113, -0.034)  0.19
H (-2.727, -0.756, -0.040)  0.26
H (-1.879, 1.715, 0.029)  0.47
H (2.736, 0.685, 0.275)  0.27
H (2.578, -1.094, -0.188)  0.25

Its spin multiplicity is 1. As for the charge: +1. Its HOMO energy is -0.5924 hartree.

***

Name the least stable of them. a.

***

## a
C5H6N2O2 | wB97M-V/def2-TZVPD

Last column: natural (NBO) charge in e.
Element x y z (Å)
O (-0.249, 1.378, 0.038)  -0.43
O (-0.097, -2.069, 0.834)  -0.64
N (-0.612, 2.463, 1.993)  -0.75
N (-0.613, 0.015, 1.716)  -0.63
C (-0.259, -0.772, 0.620)  0.43
C (-0.135, 0.093, -0.437)  0.06
C (1.006, -0.731, -2.369)  -0.39
C (-0.521, 1.377, 1.345)  0.68
C (-0.041, -0.096, -1.839)  -0.22
H (-0.375, -0.228, 2.664)  0.41
H (-0.692, 2.368, 2.967)  0.34
H (0.378, -2.391, 0.051)  0.50
H (-0.883, 0.305, -2.462)  0.22
H (1.921, -0.805, -1.706)  0.20
H (1.170, -0.905, -3.414)  0.21

Its SMILES is [H]/N=c1\[nH]c(O)c(C=C)o1. Its spin multiplicity is 1. Its HOMO energy is -0.2848 hartree.

***

## b
C5H6N2O2 | wB97M-V/def2-TZVPD

Last column: natural (NBO) charge in e.
Element x y z (Å)
O (-3.236, 0.310, -0.185)  -0.55
O (1.645, 1.245, 0.085)  -0.48
N (-0.993, 0.095, -0.150)  -0.30
N (-0.761, 1.509, -0.142)  -0.28
C (1.293, -1.478, -0.138)  -0.37
C (0.409, 1.961, 0.079)  0.33
C (1.244, -0.034, -0.423)  0.06
C (-2.248, -0.324, 0.109)  0.53
C (0.142, -0.591, 0.383)  -0.14
H (0.907, 0.074, -1.429)  0.19
H (1.884, -1.921, 0.696)  0.24
H (1.180, -2.096, -1.014)  0.24
H (0.545, 3.041, 0.174)  0.21
H (-2.262, -1.348, 0.514)  0.12
H (0.250, -0.443, 1.440)  0.20

Its SMILES is O=CN1N=CO[C@H]2C[C@@H]21. Its spin multiplicity is 1. Its HOMO energy is -0.3447 hartree.

***

Name the least stable of them. b.

***

## a
C5H6N2O2 | wB97M-V/def2-TZVPD

Last column: natural (NBO) charge in e.
Element x y z (Å)
O (1.495, 1.255, 0.206)  -0.25
O (0.127, -1.862, 0.035)  -0.35
N (2.596, 0.689, -0.299)  -0.10
N (-1.155, -1.291, 0.433)  -0.30
C (0.625, 0.241, 0.456)  0.23
C (-1.556, 0.969, -0.533)  -0.62
C (-0.965, 0.213, 0.592)  -0.11
C (1.127, -0.963, 0.036)  0.14
C (2.350, -0.617, -0.462)  -0.10
H (-2.405, 1.481, -0.242)  0.21
H (-0.711, 1.786, -0.809)  0.21
H (-1.757, 0.379, -1.395)  0.23
H (-1.477, -1.586, 1.365)  0.35
H (-1.406, 0.462, 1.536)  0.21
H (3.114, -1.157, -0.918)  0.22

Its SMILES is C[C@H]1NOc2cnoc21. Its spin multiplicity is 1. Its HOMO energy is -0.3204 hartree.

***

## b
C5H6N2O2 | wB97M-V/def2-TZVPD

Last column: natural (NBO) charge in e.
Element x y z (Å)
O (3.260, -0.644, 0.142)  -0.65
O (-3.744, -0.319, 0.025)  -0.59
N (-1.524, -0.491, -0.040)  -0.62
N (0.887, -0.850, -0.147)  -0.57
C (1.696, 1.266, 0.050)  -0.35
C (-0.213, -0.003, -0.117)  0.28
C (2.040, -0.091, -0.031)  0.43
C (-2.670, 0.234, 0.147)  0.53
C (0.256, 1.304, -0.106)  -0.32
H (3.173, -1.582, -0.014)  0.48
H (0.750, -1.680, 0.381)  0.40
H (-0.333, 2.182, -0.186)  0.22
H (-1.717, -1.457, -0.306)  0.41
H (2.378, 2.097, 0.015)  0.23
H (-2.567, 1.266, 0.434)  0.13

Its SMILES is O=CNc1ccc(O)[nH]1. Its spin multiplicity is 1. Its HOMO energy is -0.2738 hartree.

***

Name the least stable of them. a.